C41H37AsCl5N3O2SZn as an isolated structure in a non-equilibrium geometry. Source: the OMol25 dataset; level of theory: wB97M-V/def2-TZVPD.

```
91
Properties=species:S:1:pos:R:3:forces:R:3
Zn -0.427 1.491 1.994 0.656 0.538 -0.429
O 0.066 0.833 5.965 -0.015 0.016 -0.033
C 0.237 0.850 4.751 0.075 0.154 0.092
O -0.594 1.383 3.921 -0.422 -0.455 -0.135
C 1.500 0.200 4.209 -0.046 -0.114 -0.077
C 1.869 -0.996 4.830 0.039 0.031 0.023
C 3.005 -1.689 4.455 -0.012 -0.016 0.008
C 3.814 -1.165 3.451 0.064 0.077 0.045
C 3.451 0.003 2.811 0.018 -0.009 0.030
C 2.276 0.693 3.146 -0.096 0.104 -0.024
S 1.862 2.111 2.157 0.064 -0.160 0.045
H 1.223 -1.376 5.611 0.028 0.045 0.045
H 3.257 -2.629 4.934 0.001 0.010 0.007
H 4.723 -1.678 3.157 -0.039 0.001 -0.034
H 4.053 0.392 1.999 -0.020 -0.028 -0.026
C 0.001 -0.443 -7.033 0.019 0.017 0.030
C 0.181 -0.113 -5.575 0.026 0.033 0.000
C -0.572 -0.731 -4.593 -0.039 0.037 0.000
C -0.437 -0.417 -3.242 0.028 -0.119 -0.093
C -1.370 -1.113 -2.305 0.002 -0.109 0.163
C 0.512 0.526 -2.817 0.099 0.274 -0.061
As 0.933 1.128 -0.920 0.090 0.351 0.340
N -0.730 0.947 0.016 0.899 0.099 -0.378
C -1.777 1.570 -0.619 -0.309 -0.338 0.341
C -3.085 1.239 -0.176 -0.098 0.059 -0.013
C -4.219 1.788 -0.739 0.037 -0.022 0.045
C -4.125 2.707 -1.785 -0.006 0.038 -0.036
C -2.858 3.045 -2.242 -0.031 -0.011 -0.007
C -1.712 2.499 -1.684 0.092 -0.028 0.067
C 1.910 -0.515 -0.376 -1.228 -1.643 -0.684
C 3.041 -1.044 -1.060 -0.424 0.995 -0.228
C 3.797 -0.231 -2.075 -0.051 0.125 0.205
C 3.633 -2.224 -0.579 0.735 -0.662 -0.022
C 3.036 -3.316 0.024 -0.608 2.134 1.652
C 3.796 -3.869 1.221 -0.399 -0.913 -0.380
C 1.530 -3.235 -0.099 3.374 1.827 -0.636
C 1.281 -1.369 0.505 1.547 -0.843 -1.045
C -0.461 -1.874 2.308 0.186 2.439 1.005
C 1.247 1.191 -3.822 0.002 0.105 0.005
C 2.225 2.325 -3.579 -0.083 0.003 0.037
C 1.079 0.856 -5.164 -0.011 -0.032 -0.030
H -0.566 -1.366 -7.159 0.003 -0.004 -0.004
H 0.965 -0.563 -7.532 -0.006 -0.011 -0.008
H -0.539 0.354 -7.551 -0.004 -0.009 -0.010
H -1.307 -1.479 -4.876 0.011 -0.014 0.001
H -1.640 -2.100 -2.684 0.010 0.010 0.013
H -2.286 -0.535 -2.170 -0.032 0.026 -0.012
H -0.918 -1.215 -1.328 0.030 -0.053 0.269
H -3.171 0.500 0.616 0.021 0.014 0.016
H -5.193 1.485 -0.368 0.001 -0.006 -0.004
H -5.014 3.132 -2.237 0.003 -0.014 -0.014
H -2.752 3.760 -3.051 0.010 -0.010 -0.010
H -0.747 2.818 -2.054 -0.011 0.004 -0.038
H 3.591 0.834 -1.950 0.087 0.023 -0.031
H 3.532 -0.504 -3.103 -0.002 0.050 -0.026
H 4.877 -0.384 -1.968 -0.002 0.024 0.007
H 4.729 -2.194 -0.523 -0.060 -0.180 -0.358
H 4.840 -3.551 1.181 0.010 -0.095 -0.083
H 3.747 -4.962 1.298 0.067 -0.033 0.027
H 3.388 -3.471 2.152 0.043 -0.013 -0.019
H 1.322 -3.241 -1.167 -1.324 0.194 0.251
H 1.498 -2.914 2.083 -0.827 0.177 -0.669
H -0.616 -2.475 0.115 0.567 -0.303 0.747
H 0.086 -0.868 2.469 -1.481 -1.928 0.026
H 2.234 2.662 -2.546 0.030 0.008 -0.036
H 1.955 3.174 -4.213 0.003 0.003 -0.007
H 3.237 2.020 -3.850 0.019 0.005 0.007
H 1.671 1.385 -5.908 0.007 0.001 0.006
Cl -3.091 -1.352 4.667 0.044 -0.024 0.002
C -2.443 -2.711 3.821 0.071 0.438 0.180
C -1.370 -2.660 2.909 0.199 -2.016 -0.811
C -0.259 -4.199 1.445 -1.104 -2.646 0.856
Cl 0.462 -2.685 1.092 -0.118 0.406 -0.677
C -1.235 -4.164 2.370 -0.149 2.137 0.260
Cl 0.299 -5.594 0.572 -0.362 0.115 0.365
C -2.243 -4.886 3.032 0.113 -0.489 -0.126
Cl -2.607 -6.574 2.833 0.054 0.148 -0.013
C -2.931 -4.011 3.865 -0.061 0.078 0.116
Cl -4.259 -4.486 4.854 0.012 -0.004 -0.025
C -4.468 5.094 1.019 0.021 0.000 -0.054
N -3.110 4.644 1.217 -0.010 0.045 0.049
C -1.975 5.188 0.659 0.015 0.029 0.007
C -0.945 4.387 1.041 0.041 -0.054 0.066
N -1.430 3.371 1.825 -0.066 -0.040 -0.054
C -2.725 3.551 1.904 0.044 0.003 0.051
H -4.560 6.148 1.282 -0.009 -0.003 0.016
H -5.126 4.511 1.659 -0.004 0.001 0.000
H -4.764 4.942 -0.019 -0.009 -0.017 0.012
H -2.012 6.067 0.041 -0.007 -0.012 -0.017
H 0.105 4.446 0.806 -0.006 0.021 -0.018
H -3.408 2.920 2.449 -0.025 0.006 -0.038
```
Positions in Å, forces in eV/Å.

Calculated values
Kohn-Sham gap (eV): 4.804
Net charge: -2
ΔE to the lowest compared entry with this formula, charge and spin (kcal/mol): 432.1